1.
Computed, not measured: a structure of composition C3H4N2, with wB97M-V/def2-TZVPD.

Summary:
LUMO level (spin up / spin down), eV: -0.86 / -0.86
HOMO level (spin up / spin down), eV: -9.4 / -9.4
M, g mol⁻¹: 68.1
ΔE to the lowest compared entry with this formula, charge and spin, kcal/mol: 165.29

XYZ file:
```
9
Properties=species:S:1:pos:R:3:lowdin_charge:R:1
H 0.96 0.68 -0.88 0.1001
C 0.39 -0.52 0.71 -0.0707
N -0.15 0.74 1.04 -0.0613
H 1.35 -0.01 -0.45 0.0965
H -0.74 -2.10 -0.51 0.1044
N -1.24 -0.07 -0.83 0.0540
C -0.62 -1.05 -0.25 -0.2007
C -0.43 0.94 -0.30 -0.1535
H 0.49 1.39 1.48 0.1313
```

2.
Computed, not measured: a cluster of 2 separate species, C6H16 in total, with wB97M-V/def2-TZVPD.

Summary:
LUMO level, eV: 1.08
SMILES: CCC.CCC
HOMO level, eV: -11.2
M, g mol⁻¹: 88.2
ΔE to the lowest compared entry with this formula, charge and spin, kcal/mol: 8.04

XYZ file:
```
22
Properties=species:S:1:pos:R:3:lowdin_charge:R:1
H -0.79 -0.18 0.90 0.0777
H -1.42 1.28 0.11 0.0962
H 0.36 -0.29 -1.02 0.0693
H 1.99 -2.73 -1.88 0.0699
H 2.05 0.99 -1.90 0.0672
H -3.31 -0.15 0.52 0.0641
H -3.44 1.21 1.56 0.0693
H -0.97 1.20 3.10 0.0676
H -2.86 -0.42 2.16 0.0711
H 1.43 -1.69 -3.12 0.0681
C -0.77 1.62 2.11 -0.1198
C -1.39 0.72 1.04 -0.3286
C -2.83 0.34 1.38 -0.1283
H 1.38 -1.27 -0.09 0.0969
C 2.46 0.15 -1.34 -0.1106
C 1.23 -1.98 -2.09 -0.1284
H -1.15 2.63 2.04 0.0684
H 0.32 1.63 2.03 0.0640
H 3.24 -0.30 -1.95 0.0626
H 2.89 0.54 -0.42 0.0616
H 0.26 -2.46 -2.04 0.0662
C 1.29 -0.84 -1.09 -0.3247
```

3.
Computed, not measured: a cluster of 2 separate species, C5H7ClS in total, with wB97M-V/def2-TZVPD.

Summary:
LUMO level (spin up / spin down), eV: -0.59 / -0.59
HOMO level (spin up / spin down), eV: -7.6 / -7.6
M, g mol⁻¹: 134.6
ΔE to the lowest compared entry with this formula, charge and spin, kcal/mol: 161.05

XYZ file:
```
14
Properties=species:S:1:pos:R:3:lowdin_charge:R:1
Cl 3.24 0.67 -0.52 0.4820
C -0.91 -2.32 0.61 0.0111
C 0.16 -0.07 0.38 -0.5102
H 2.72 0.35 1.62 -0.0946
C 2.70 -0.27 0.77 -0.4738
C -1.40 2.06 -0.96 -0.2937
H -1.52 1.19 -1.59 0.0404
S -0.07 1.52 0.27 0.9254
C -0.05 -1.41 0.08 -0.2990
H -2.37 2.26 -0.65 0.0116
H -1.03 2.94 -1.32 -0.0080
H -0.70 -3.32 0.41 0.0254
H 0.90 -1.70 -0.42 0.1093
H -1.67 -1.91 1.32 0.0742
```

4.
Computed, not measured: a cluster of 2 separate species, C3H9NS in total, with wB97M-V/def2-TZVPD.

Summary:
LUMO level, eV: 0.98
SMILES: C=N.CSC
HOMO level, eV: -8.6
M, g mol⁻¹: 91.2
ΔE to the lowest compared entry with this formula, charge and spin, kcal/mol: 30.27

XYZ file:
```
14
Properties=species:S:1:pos:R:3:lowdin_charge:R:1
H 1.22 -0.79 -0.03 0.0197
S 1.99 1.20 -1.10 0.7362
H 2.39 2.39 0.96 0.0241
N -3.12 -0.60 0.06 0.0228
H 1.85 -1.09 -1.66 0.0196
H 0.20 -0.61 -1.39 0.0245
C 1.23 -0.43 -1.07 -0.4595
H -3.92 -1.25 -0.03 0.0415
H 0.65 2.47 0.51 0.0275
C -2.11 -1.20 0.51 -0.1534
H -2.11 -2.25 0.82 0.0634
H -1.17 -0.70 0.68 0.0336
C 1.54 1.85 0.54 -0.4236
H 1.38 1.01 1.21 0.0234
```